No. 1
84
Properties=species:S:1:pos:R:3:forces:R:3:lowdin_charge:R:1 method="wB97M-V/def2-TZVPD" homo_energy_ev=-4.78 total_energy_ha=-6047.5569 multiplicity=1 max_force_ha_per_bohr=0.011 de_lowest_kcal_mol=29.1 lumo_ev=1.89 charge=-1
Pt 0.6276 -0.6376 -0.3660 0.046 0.328 0.470 0.595
C 8.5389 1.7242 0.4869 -0.003 0.003 -0.006 -0.066
C 7.1712 1.7114 -0.1445 0.004 -0.003 0.004 -0.291
C 6.8679 0.8148 -1.1631 0.000 0.003 -0.006 -0.055
C 5.6117 0.8005 -1.7551 0.007 0.005 -0.004 -0.060
C 4.6333 1.6857 -1.3312 -0.013 0.007 0.040 -0.260
C 4.9231 2.5859 -0.3148 0.012 0.009 -0.014 -0.056
C 6.1800 2.5983 0.2685 -0.006 0.007 -0.005 -0.049
S 2.9724 1.6596 -2.0190 0.063 0.199 0.046 0.507
O 2.9807 0.4558 -2.8421 -0.006 -0.016 0.033 -0.384
O 2.8375 2.9206 -2.7276 -0.012 -0.004 0.001 -0.334
N 2.0359 1.4961 -0.8033 0.027 -0.245 -0.306 -0.328
C 1.3119 2.6045 -0.2442 0.085 -0.076 0.082 -0.231
C -0.0537 2.2085 0.3230 0.123 0.060 -0.018 -0.638
O -0.7791 3.0867 0.7717 0.017 -0.026 0.060 0.013
O -0.3906 0.9539 0.3686 0.003 -0.195 0.041 -0.345
H 8.8496 0.7188 0.7769 0.000 0.001 -0.001 0.073
H 8.5541 2.3518 1.3782 0.000 -0.002 0.000 0.067
H 9.2903 2.1112 -0.2054 -0.003 0.001 -0.001 0.076
H 7.6259 0.1136 -1.4980 -0.002 -0.001 0.002 0.106
H 5.3740 0.1033 -2.5477 -0.002 -0.002 0.003 0.102
H 4.1550 3.2707 0.0233 0.007 -0.002 0.002 0.108
H 6.3948 3.3026 1.0651 -0.002 -0.003 0.001 0.104
H 1.1508 3.4192 -0.9539 -0.033 -0.010 -0.017 0.114
H 1.8358 3.0368 0.6234 -0.010 0.054 -0.017 0.107
C -1.3359 -0.1383 5.0595 0.020 0.013 -0.001 -0.099
C -0.5828 0.5449 3.9237 -0.039 -0.060 0.005 -0.221
C 0.9276 0.4052 4.0530 -0.029 0.054 0.023 -0.189
N 1.3838 -0.9629 3.8055 0.001 0.004 -0.142 0.047
C 1.8956 -1.3741 2.6502 -0.267 -0.139 0.202 -0.741
S 2.3683 -0.3184 1.4211 0.145 0.134 -0.301 0.745
N 2.1009 -2.7313 2.4964 0.074 0.098 -0.086 0.109
C 1.5178 -3.8305 3.1318 -0.023 -0.098 0.091 -0.407
O 2.1460 -4.8608 3.2298 -0.007 0.035 -0.040 0.099
C 0.1027 -3.7065 3.5777 0.004 -0.024 0.021 -0.165
C -0.8144 -2.9608 2.8465 -0.083 -0.032 -0.045 -0.031
C -2.1528 -2.9703 3.2124 -0.029 0.007 -0.062 -0.061
C -2.5617 -3.6931 4.3216 0.031 -0.024 0.006 -0.072
C -1.6419 -4.4336 5.0591 -0.011 0.010 -0.007 -0.079
C -0.3126 -4.4577 4.6764 0.018 0.042 0.031 -0.027
H -2.4138 -0.0190 4.9447 -0.001 -0.008 -0.012 0.074
H -1.0519 0.2883 6.0255 -0.009 0.011 0.006 0.072
H -1.1390 -1.2122 5.0929 0.006 -0.012 0.014 0.048
H -0.8220 1.6101 3.9046 0.017 0.007 -0.032 0.119
H -0.8857 0.1501 2.9495 -0.005 0.038 -0.003 0.099
H 1.2594 0.6845 5.0565 0.004 -0.015 0.005 0.122
H 1.4357 1.0412 3.3342 -0.006 0.011 0.007 0.075
H 1.1217 -1.6639 4.4828 0.001 -0.005 0.008 0.138
H 2.8569 -2.9636 1.8678 -0.021 0.010 -0.026 0.136
H -0.5134 -2.4048 1.9648 0.004 0.009 -0.024 0.092
H -2.8648 -2.4254 2.6071 0.005 0.012 -0.010 0.103
H -3.6061 -3.6932 4.6079 0.002 0.003 0.003 0.105
H -1.9676 -5.0058 5.9183 0.000 0.000 0.002 0.099
H 0.4151 -5.0578 5.2071 -0.002 -0.007 0.002 0.116
Br 0.6671 -6.3261 -0.4592 0.015 -0.004 0.022 0.762
C 1.5247 -4.7197 -0.9538 -0.018 0.029 0.017 -0.662
C 2.7247 -4.7373 -1.6424 -0.007 0.002 -0.001 -0.105
C 3.2775 -3.5229 -2.0099 0.013 -0.006 -0.013 -0.034
C 2.6392 -2.3438 -1.6666 0.027 0.093 0.115 -0.100
N 1.4967 -2.3530 -0.9694 -0.074 -0.112 -0.045 -0.190
C 0.9230 -3.5181 -0.6308 0.014 0.030 -0.032 -0.197
H 3.2020 -5.6752 -1.8917 -0.005 -0.001 -0.008 0.104
H 4.2022 -3.4797 -2.5681 -0.002 0.010 0.002 0.111
H 3.0086 -1.3617 -1.9458 0.011 -0.028 -0.034 0.082
H -0.0403 -3.4645 -0.1326 0.004 -0.046 -0.017 0.059
C -4.1442 -2.9987 -3.9884 -0.002 0.004 0.002 -0.085
C -3.6638 -3.5384 -2.6607 0.011 -0.043 -0.003 -0.323
O -3.9361 -2.5777 -1.6317 -0.001 0.121 -0.011 -0.288
P -2.7221 -2.1088 -0.6756 0.018 -0.031 -0.192 0.164
O -2.1209 -3.2364 0.0686 0.024 -0.051 0.067 -0.356
Te -1.2188 -0.8732 -2.1232 -0.125 -0.135 -0.081 0.730
O -3.4974 -1.1475 0.3197 0.069 -0.030 0.188 -0.277
C -4.0061 0.1552 -0.0212 -0.022 0.056 -0.029 -0.292
C -3.6585 1.1209 1.0856 -0.047 -0.046 0.075 -0.068
H -3.9875 -3.7396 -4.7748 -0.003 0.002 0.001 0.074
H -3.5913 -2.0955 -4.2488 -0.006 0.001 -0.006 0.058
H -5.2067 -2.7567 -3.9421 0.005 0.002 -0.001 0.075
H -2.5931 -3.7545 -2.6991 0.001 0.002 0.014 0.086
H -4.1822 -4.4604 -2.3905 -0.002 0.005 0.004 0.116
H -5.0844 0.0477 -0.1585 -0.002 0.013 -0.009 0.114
H -3.5658 0.4854 -0.9639 0.037 -0.029 0.004 0.060
H -4.1469 0.8331 2.0194 -0.021 -0.022 0.006 0.072
H -3.9882 2.1255 0.8152 0.016 0.000 0.014 0.083
H -2.5792 1.1532 1.2327 -0.032 0.052 -0.074 0.045

=====

No. 2
16
Properties=species:S:1:pos:R:3:forces:R:3:lowdin_charge:R:1 method="wB97M-V/def2-TZVPD" homo_energy_ev=-4.64 total_energy_ha=-437.7552 multiplicity=1 max_force_ha_per_bohr=0.014 de_lowest_kcal_mol=31.6 lumo_ev=3.87 charge=-1
N -1.8753 -2.5693 -2.0185 0.150 -0.272 0.112 0.085
C -1.3441 -1.3321 -1.5807 -0.243 0.238 0.155 -0.827
O -2.0164 -0.7624 -0.6702 -0.110 -0.055 -0.019 -0.098
O -0.2896 -0.9560 -2.1132 0.238 0.017 -0.058 -0.063
H -1.4830 -2.9029 -2.8800 -0.091 0.042 -0.129 0.055
H -2.8613 -2.6973 -1.8834 -0.066 0.038 -0.011 0.055
C 0.5248 0.8978 0.4147 -0.066 0.178 -0.145 -0.318
O -0.8195 1.2947 0.4763 -0.526 0.017 0.304 -0.119
C 1.3069 1.6446 1.4502 -0.150 0.334 0.067 -0.174
C 2.3174 1.1879 2.1789 -0.436 -0.367 0.110 -0.034
H 0.9340 1.1869 -0.5610 0.141 -0.254 -0.126 0.113
H 0.6495 -0.1803 0.5289 0.006 -0.107 -0.068 0.116
H -1.4037 0.5936 0.0473 0.710 0.019 -0.070 0.037
H 0.9672 2.6751 1.5543 0.178 0.017 0.037 0.096
H 2.8353 1.7903 2.9138 0.038 0.093 -0.073 0.031
H 2.5579 0.1294 2.1427 0.226 0.061 -0.086 0.046

=====

No. 3
116
Properties=species:S:1:pos:R:3:forces:R:3:lowdin_charge:R:1 method="wB97M-V/def2-TZVPD" homo_energy_ev=-8.51 total_energy_ha=-2378.9345 multiplicity=1 max_force_ha_per_bohr=0.078 lumo_ev=-0.34 charge=0
O 3.8525 -0.1924 -0.7887 0.243 0.225 0.608 -0.036
H 4.3332 -0.8866 -0.3380 0.218 -0.238 0.342 0.074
H 3.2344 -0.6562 -1.3535 -0.707 -0.367 -0.669 0.011
O -1.1493 -1.8920 2.3235 0.042 -0.741 0.260 -0.059
H -2.0771 -1.6604 2.2821 -0.508 -0.010 -0.220 0.003
H -0.7214 -1.2756 1.7291 0.420 0.470 -0.549 0.008
O 2.8203 4.0330 0.9435 0.046 0.106 -0.499 -0.038
H 2.4258 4.8650 1.2049 -0.205 0.326 0.129 0.064
H 3.3347 4.2454 0.1647 0.375 -0.070 -0.260 0.072
O -3.8712 -1.2309 2.0711 0.249 -0.264 0.444 -0.046
H -4.2658 -2.1026 2.0473 -0.044 -0.328 0.235 0.072
H -4.3923 -0.7147 1.4560 -0.475 0.659 -0.757 0.004
O 1.8986 3.6378 3.4959 0.509 0.833 0.161 -0.059
H 2.2076 3.6579 2.5902 0.193 -0.376 0.260 -0.046
H 1.0968 3.1160 3.4644 -0.510 -0.494 0.170 -0.028
O 1.7991 -1.3563 -2.1815 0.632 -0.497 0.165 -0.042
H 1.8782 -1.7753 -3.0385 0.064 -0.187 -0.289 0.078
H 1.2272 -0.6041 -2.3340 -0.722 1.141 -0.234 0.008
O 2.2386 1.3236 1.1358 -0.686 -0.453 0.070 -0.037
H 2.3330 2.2138 0.7970 0.052 0.652 0.120 0.021
H 2.7207 0.7779 0.5144 0.628 -0.417 -0.447 0.017
O -0.2344 0.1441 0.6338 -0.849 -0.333 -0.042 -0.032
H 0.6503 0.4984 0.7235 1.071 0.465 0.286 0.001
H -0.4821 0.3428 -0.2692 -0.150 0.016 -0.286 0.039
O 1.4483 -2.9876 1.9750 0.344 0.343 0.855 -0.065
H 1.3290 -3.1040 1.0324 0.082 -0.599 -0.733 -0.039
H 0.5645 -3.0468 2.3378 -0.254 0.108 0.300 0.008
O 2.0684 0.3248 5.6275 0.069 0.389 0.765 -0.074
H 1.2326 -0.0939 5.4216 -0.418 -0.110 -0.175 -0.003
H 2.6812 -0.0346 4.9860 -0.041 -0.379 -0.547 -0.040
O -2.8512 1.0846 3.5278 -0.326 0.638 -0.078 -0.034
H -3.6694 1.5213 3.7646 -0.187 0.169 0.261 0.075
H -3.1259 0.3093 3.0382 -0.148 -0.685 -0.250 0.013
O 5.5585 1.7909 -1.3493 0.441 0.754 -0.205 -0.070
H 6.3725 1.5808 -0.8917 0.225 0.082 0.080 0.027
H 4.9913 1.0368 -1.1884 -0.476 -0.419 0.012 -0.045
O -0.3155 2.1342 3.0692 0.107 0.536 -0.258 -0.035
H -0.1380 1.4421 2.4322 0.100 -0.282 -0.129 0.012
H -1.1867 1.9300 3.4090 -0.232 -0.155 0.157 0.004
O -1.0427 -0.6069 4.6771 0.265 0.100 1.041 -0.051
H -1.0001 -1.1152 3.8672 0.250 -0.444 -0.420 -0.027
H -1.7558 0.0151 4.5328 0.009 0.186 0.225 -0.019
O -0.8531 3.2589 -2.4549 -0.291 0.042 -0.350 -0.044
H -0.8668 3.5559 -1.5450 0.034 0.338 0.654 0.008
H -0.5368 4.0149 -2.9494 0.108 0.194 -0.140 0.064
O -0.8860 4.9570 -0.2119 0.048 -0.073 -0.169 -0.035
H -0.8215 4.9934 0.7425 0.113 -0.213 0.414 0.058
H -1.3780 5.7431 -0.4492 -0.161 0.229 -0.119 0.049
C -2.2411 0.6113 -3.6696 -0.065 -0.896 0.456 -0.052
C -0.8457 -0.0276 -3.7865 -1.509 -0.391 -2.278 -0.419
C -0.5883 -0.3089 -5.3140 -0.553 -0.890 1.089 -0.175
O -1.2178 -1.5553 -5.7280 1.805 1.849 -0.316 -0.172
C -0.7271 -1.8193 -7.0512 -1.591 -0.530 0.100 -0.118
N 0.1414 0.8152 -3.2335 1.791 0.881 0.525 0.032
H -2.4235 0.8212 -2.6157 -0.249 -0.006 0.099 0.053
H -2.9622 -0.1247 -4.0252 -0.212 0.046 0.117 0.086
H -2.4218 1.5433 -4.2052 0.511 -0.017 -0.167 0.085
H -0.8382 -0.9718 -3.2419 -0.285 -0.356 -0.218 0.117
H 0.4688 -0.3506 -5.5766 0.425 -0.231 0.382 0.109
H -0.9636 0.5359 -5.8914 -0.396 0.093 -0.154 0.121
H 0.3312 -2.0460 -7.1804 0.169 -0.300 0.716 0.084
H -0.9015 -0.9879 -7.7343 -0.342 0.254 0.027 0.082
H -1.3766 -2.6497 -7.3280 0.485 -0.136 -0.582 0.091
H -0.2492 1.6920 -2.9194 -0.163 0.052 0.409 0.017
H 0.8083 1.1308 -3.9232 0.358 -0.230 -0.216 0.090
C -6.5402 1.2802 -1.2677 1.479 0.604 -0.387 -0.027
C -5.1094 1.5519 -0.6667 -2.199 0.049 -3.337 -0.458
C -4.7544 3.0215 -0.7214 0.549 0.907 -1.742 -0.166
O -4.8556 3.5284 -2.1028 0.140 0.375 1.041 -0.202
C -4.2576 4.8422 -2.3321 -0.115 -1.459 0.027 -0.078
N -5.0009 0.9517 0.5973 0.600 0.559 2.398 0.040
H -6.7906 0.2235 -1.1741 -0.276 0.215 0.199 0.075
H -6.5256 1.5539 -2.3226 0.149 -0.233 -0.108 0.070
H -7.2640 1.9899 -0.8672 -0.189 -0.398 0.559 0.078
H -4.3524 1.0807 -1.2936 -0.161 -0.199 -0.353 0.123
H -3.7025 2.9894 -0.4375 0.303 0.849 0.330 0.117
H -5.3554 3.7066 -0.1234 -0.023 -0.258 0.548 0.131
H -3.1770 4.7237 -2.2516 0.147 0.162 -0.085 0.055
H -4.5764 5.6534 -1.6776 -0.353 -0.262 0.401 0.081
H -4.5345 5.1233 -3.3481 0.090 -0.153 0.040 0.087
H -5.5736 1.4965 1.2259 -1.244 -0.269 0.311 0.099
H -4.1447 1.3374 0.9691 1.239 -0.486 0.185 0.073
C 4.7679 0.8592 3.6385 0.645 0.791 0.758 -0.071
C 4.6853 -0.5487 3.0790 -0.490 0.617 0.788 -0.396
C 5.5666 -1.4753 3.9662 -0.584 -0.411 -1.913 -0.144
O 5.9169 -2.6513 3.1757 -1.121 0.134 -0.329 -0.192
C 6.6798 -3.5763 3.8925 1.253 1.058 1.661 -0.145
N 3.2347 -0.8243 3.1271 0.718 -0.407 -0.435 0.057
H 5.7834 1.2504 3.7010 0.222 -0.116 -0.119 0.076
H 4.3846 0.8717 4.6588 0.072 -0.093 0.150 0.077
H 4.1792 1.6334 3.1463 -0.170 -0.365 -0.426 0.072
H 4.9744 -0.5123 2.0287 0.833 -0.402 -0.059 0.119
H 5.0074 -1.7440 4.8623 -0.092 -0.166 0.056 0.131
H 6.4554 -0.9157 4.2580 0.341 -0.174 -0.017 0.115
H 7.0749 -4.5032 3.4766 -0.751 0.265 -1.200 0.083
H 6.2325 -3.8723 4.8414 -0.431 0.043 0.134 0.082
H 7.5642 -2.9938 4.1507 0.640 -0.304 0.502 0.077
H 2.8797 -0.0733 2.5524 -0.626 0.384 0.309 0.037
H 3.0136 -1.6263 2.5544 -0.214 -0.727 0.331 0.043
C -0.0352 -5.5404 -1.3095 -0.811 -0.690 0.629 -0.058
C 0.2554 -4.0570 -1.3585 -0.528 -0.905 -0.575 -0.420
C -0.9374 -3.1695 -0.8925 1.228 -0.341 -0.828 -0.189
O -1.9625 -3.3425 -1.8459 -1.884 0.799 0.401 -0.168
C -3.1239 -2.5504 -1.4793 0.377 0.009 -0.333 -0.080
N 1.4713 -3.7754 -0.6419 0.060 0.838 0.477 0.031
H 0.8326 -6.1450 -1.5730 0.082 0.131 -0.240 0.076
H -0.8822 -5.8415 -1.9260 0.152 0.237 -0.349 0.078
H -0.3326 -5.8824 -0.3181 0.166 0.218 0.362 0.083
H 0.4893 -3.8813 -2.4086 -0.734 0.524 -0.463 0.126
H -0.6218 -2.1263 -0.9035 0.206 0.302 0.071 0.097
H -1.2483 -3.3784 0.1311 -0.092 -0.369 0.097 0.120
H -3.9411 -2.5734 -2.2003 0.326 -0.851 -0.368 0.088
H -2.9245 -1.4792 -1.4527 0.681 0.227 0.236 0.063
H -3.5441 -2.8183 -0.5099 0.220 -0.293 0.166 0.075
H 1.7460 -2.8771 -1.0129 0.509 0.162 0.267 0.042
H 2.2035 -4.4344 -0.8647 -0.056 -0.191 0.057 0.099

=====

No. 4
7
Properties=species:S:1:pos:R:3:forces:R:3:lowdin_spin:R:1 method="wB97M-V/def2-TZVPD" homo_energy_ev="-11.73 / -11.88" total_energy_ha=-913.5779 multiplicity=2 max_force_ha_per_bohr=0.068 de_lowest_kcal_mol=1.3 lumo_ev="-6.36 / -6.40" charge=+1
C -0.3393 0.3376 1.4710 0.164 -1.192 -0.115 -0.034
C 0.1521 1.1062 0.4516 -3.277 1.026 -0.098 -0.002
O 0.1847 0.6995 -0.7841 1.228 -2.417 -1.696 -0.017
Sc -0.6742 -1.1645 -1.4705 1.081 2.795 1.770 1.054
H 0.1302 -0.6237 1.7029 -0.602 -0.141 -0.283 0.001
H -1.2147 0.6929 2.0182 1.068 0.248 0.755 -0.001
H 0.0727 2.2034 0.5727 0.338 -0.319 -0.334 -0.001